C38H82Br2Cl2F3NO15SSi | ωB97M-V/def2-TZVPD

Last column: Mulliken charge in e.
Cartesian coordinates (Å):
Br 0.57236 2.79599 -1.70736  -0.10
Br 0.51939 4.88497 2.44285  -0.09
Cl -7.46118 2.60175 -0.27691  -0.15
Cl -3.98911 7.18853 -3.32866  -0.18
S -3.52424 8.85570 -2.17862  1.06
Si -4.23968 4.02483 -0.29596  -2.06
F -0.63797 2.76619 1.16460  -0.03
F 1.95336 4.13392 0.20766  -0.25
F 0.63484 5.52551 -0.92904  -0.25
O 6.62091 -3.57780 2.20204  -0.19
O 4.48096 1.32739 -3.43881  -0.35
O -0.05875 -3.03237 5.84306  -0.27
O 7.99772 -1.38443 3.86571  -0.48
O -3.27606 -5.69701 0.39491  -0.50
O 6.50786 -0.45723 1.35743  -0.22
O 4.93440 -0.30899 -6.19269  -0.26
O -0.72236 -2.97543 2.85376  -0.12
O -2.05287 8.84966 -1.91116  -0.53
O -0.54236 -5.29576 -0.92845  -0.33
O 2.90054 -1.22884 -4.09646  -0.46
O -2.16647 -8.08263 -1.20221  -0.25
O -3.83317 10.08249 -2.99933  -0.58
O -2.89897 0.07954 0.40590  -0.54
O -0.15152 -0.26048 4.18540  -0.36
N -5.11796 0.39780 -1.67130  -0.46
C 6.61140 -3.41750 3.61597  -0.62
C 4.12059 -1.06962 -3.37105  -0.46
C -1.97064 -5.92559 0.92823  -0.42
C -3.69701 0.85243 -1.77069  -0.56
C 2.71241 -0.37432 -5.22450  -0.24
C 3.59280 -0.72687 -6.41622  -0.63
C -2.49405 4.70489 -0.72950  0.24
C 6.69072 -1.94409 3.99379  -0.26
C -0.17840 -4.16124 -1.68871  -0.74
C 0.47111 -3.87262 4.82447  -0.71
C -4.24290 7.79496 0.41146  0.12
C 5.60725 0.63196 1.31455  -0.86
C -2.11741 -9.42687 -0.77194  -0.80
C 5.87712 -1.15429 -6.82253  -0.80
C -5.38403 6.70145 0.22543  -0.70
C -1.71051 4.95925 0.64086  -1.16
C 0.69802 0.74800 3.68090  -0.69
C -6.97410 4.00534 -1.35573  0.31
C -3.48940 -7.55913 -1.21810  -0.57
C -3.47980 -6.05606 -0.97070  -0.32
C -0.38436 4.11869 0.81661  -0.03
C 0.54313 -3.13107 3.49604  -0.37
C -1.62613 -2.04007 3.44551  -0.66
C -0.78997 -3.75422 6.81451  -0.80
C -3.98824 2.29144 0.46526  0.03
C -0.91568 -4.96059 0.40543  -0.03
C -3.08482 1.30201 -0.37860  0.86
C 7.81129 -0.07179 1.77935  -0.62
C 8.48895 -1.20564 2.53719  -0.32
C -1.20059 -0.58812 3.27970  -0.27
C -4.55010 8.96629 -0.65639  -0.82
C 4.20011 0.22855 -2.57922  -0.17
C -7.88244 4.04712 -2.68655  -1.16
C -5.05085 5.29039 0.92588  -0.56
C -5.43382 3.94660 -1.80676  -0.22
C 3.93981 2.54043 -2.95727  -0.36
C 7.19390 -4.80359 1.79613  -0.85
C 0.66623 4.25543 -0.37239  0.75
H 3.25369 0.38466 -2.04657  0.24
H -0.88318 -0.42266 2.24336  0.20
H -1.67071 -6.96570 0.80166  0.13
H -3.23134 7.32542 0.24427  -0.19
H 8.21053 -4.90567 2.19157  0.36
H 1.05688 -2.17465 3.58990  0.11
H -1.94535 4.05331 -1.47089  0.43
H -5.69764 0.86221 -2.38223  0.17
H -1.59214 -4.33248 6.34474  0.34
H 2.86022 2.44436 -2.80128  -0.16
H 5.95396 -1.34691 3.45628  0.08
H -7.90120 5.11162 -3.07282  0.28
H -5.20569 4.84738 -2.46774  0.11
H -6.01121 4.80556 1.29282  0.43
H 6.87541 -0.82980 -6.52463  0.23
H 6.57407 -5.64456 2.12419  0.32
H -3.57628 1.72095 -2.50501  0.19
H 7.76900 0.81568 2.41918  0.38
H -5.65997 8.96623 -0.91123  0.37
H -7.41579 3.35638 -3.45583  0.30
H -5.32794 3.01293 -2.42931  0.47
H -2.04693 0.07098 3.50365  0.38
H 2.80703 0.67460 -4.94389  0.08
H 5.74430 -2.19159 -6.49876  0.35
H -4.47277 -5.67242 -1.22250  0.41
H 8.39232 0.16261 0.87952  0.38
H -2.56930 -2.17304 2.90798  0.50
H -3.11324 -0.00720 -2.24886  0.43
H -0.14048 -4.77287 4.70272  0.34
H 7.25022 -4.80709 0.70750  0.24
H -2.06650 -5.75749 2.00469  0.43
H -4.40151 5.51785 1.82316  0.48
H 0.73777 -3.71298 -1.29199  0.37
H 3.54382 -1.80606 -6.59448  0.35
H 4.13873 -1.89633 -2.65533  0.39
H -3.91356 -7.76587 -2.20786  0.42
H -0.00372 -4.48336 -2.71667  0.27
H -6.32264 7.08368 0.75338  0.31
H 1.48206 -4.16513 5.13271  0.44
H 4.98441 -1.20166 -4.02249  0.13
H 0.15613 1.69464 3.58901  0.23
H -0.98779 -3.42328 -1.69467  0.24
H -5.19322 -0.60536 -1.87492  0.27
H 6.44656 -1.86072 5.05658  0.41
H 1.52496 0.87773 4.37975  0.36
H 7.45290 -3.95234 4.07244  0.36
H 1.11339 0.45341 2.71036  0.28
H -2.62026 -10.07967 -1.49323  0.32
H 5.55792 1.13218 2.28703  0.41
H -2.04635 1.69967 -0.58180  -0.54
H -8.93086 3.73087 -2.41594  0.37
H -2.57448 -9.53357 0.21808  0.35
H -5.63415 6.57468 -0.88202  0.29
H 9.54377 -0.94078 2.65441  0.41
H -2.61055 5.72277 -1.23821  0.10
H -1.24397 -3.03630 7.49946  0.23
H 4.43127 2.83632 -2.02412  0.27
H 4.11011 3.31156 -3.70912  0.32
H 3.22830 -0.19975 -7.30598  0.40
H 5.01541 0.16535 -1.84903  0.31
H -0.01544 -5.03418 1.02610  0.22
H -2.77194 -5.54194 -1.62126  0.09
H -0.12622 -4.41783 7.37725  0.33
H 5.78613 -1.08415 -7.91076  0.33
H 4.61428 0.24320 1.08139  0.22
H -4.95098 1.74347 0.71768  0.48
H -7.23475 4.94458 -0.78800  0.12
H -2.39723 4.63291 1.49290  0.24
H -4.30067 9.95031 -0.15977  0.42
H -4.33539 8.22716 1.45476  0.39
H 5.90701 1.34275 0.53806  0.34
H 5.67220 -3.84239 3.98947  0.40
H -4.10810 -8.04586 -0.45460  0.35
H -1.48111 6.05384 0.82566  0.67
H -1.30334 -3.93919 0.45870  0.13
H -1.07025 -9.72037 -0.69677  0.23
H -2.11614 -0.35462 0.01525  0.34
H 1.67165 -0.52349 -5.52722  0.41
H -1.82333 -2.29026 4.48796  0.10
H -3.45448 2.43300 1.46658  0.22
H 8.46400 -2.14112 1.97900  0.11
H 1.14046 -3.73934 2.80989  0.42

The calculation puts the largest force on an atom at 0.136 hartree/bohr. The calculation puts the LUMO energy at -1.01 eV. Its HOMO energy is -0.32795 Ha. Its multiplicity is 1. The SMILES is C[C@@H](Cl)C[Si@](CCCCS(=O)(=O)Cl)(CC[C@](F)(Br)C(F)(F)Br)C[C@@H](O)CN.COCCOCCOC.COCCOCCOC.COCCOCCOC.COCCOCCOC.